C2HFO2 | ωB97M-V/def2-TZVPD

The geometry in XYZ format:
```
6
Properties=species:S:1:pos:R:3:nbo_charge:R:1
C 0.46 -0.58 -0.26 -0.14
C -0.48 0.66 0.19 0.85
O 0.29 -1.67 0.24 -0.19
O -1.33 1.09 -0.49 -0.48
F -0.21 1.09 1.41 -0.30
H 1.25 -0.59 -1.08 0.26
```

Computed properties:
Relative energy (zero: lowest compared OMol25 entry of this formula, charge and spin) (kJ/mol): 53.8
HOMO (alpha / beta) (eV): -7.48 / -12.36
Energy (eV): -8898.2104
HOMO-LUMO gap (alpha / beta) (eV): 8.260 / 9.186
Largest force on an atom (Eh/bohr): 0.10608
Multiplicity: 3